2 unconnected molecules or ions with the total composition C3H12NS in a non-equilibrium geometry. Source: the Open Molecules 2025 dataset; level of theory: ωB97M-V with the def2-TZVPD basis set.

Results
LUMO level (spin up / spin down): -8.1 / -13.2 eV
Relative energy (zero: lowest compared OMol25 entry of this formula, charge and spin): 53.44 kcal per mole
Gap between HOMO and LUMO (spin up / spin down): 13.0 / 8.2 eV
Highest occupied orbital energy (spin up / spin down): -21.03 / -21.38 eV
F_max: 4.29 eV/Å
Multiplicity: 2
Net charge: +2
⟨S²⟩: 0.753

XYZ file:
```
17
Properties=species:S:1:pos:R:3:nbo_charge:R:1
C 1.938 1.123 0.562 -0.505
N 1.635 -0.115 -0.069 -0.657
H 2.078 1.034 1.584 0.257
H 1.475 2.107 0.417 0.291
H 2.783 1.448 -0.049 0.264
H 2.066 -0.977 0.289 0.465
H 0.618 -0.299 -0.016 0.390
H 1.967 -0.118 -1.006 0.456
C -0.964 -1.640 -0.449 -0.785
S -1.159 -0.534 0.993 0.860
C -2.161 0.652 0.029 -0.832
H -0.650 -2.504 0.107 0.281
H -2.038 -1.769 -0.794 0.318
H -0.352 -1.107 -1.246 0.270
H -1.591 1.173 -0.869 0.311
H -2.532 1.412 0.774 0.302
H -3.112 0.113 -0.256 0.315
```



A single C11H12N2 molecule in a non-equilibrium geometry. Source: the Open Molecules 2025 dataset; level of theory: ωB97M-V with the def2-TZVPD basis set.

Results
LUMO level: 0.9 eV
Relative energy (zero: lowest compared OMol25 entry of this formula, charge and spin): 173.31 kcal per mole
Gap between HOMO and LUMO: 8.5 eV
Highest occupied orbital energy: -7.63 eV
F_max: 4.26 eV/Å

XYZ file:
```
25
Properties=species:S:1:pos:R:3:nbo_charge:R:1
C -3.331 0.054 0.677 -0.627
C -2.620 -0.675 1.780 -0.182
N -1.188 -0.629 1.534 -0.440
C -0.637 -0.998 0.368 0.101
C -0.004 -1.034 -0.674 0.024
C 0.652 -0.630 -1.858 -0.344
C 1.679 0.206 -1.588 0.069
C 2.097 1.043 -2.792 -0.635
C 2.209 0.493 -0.297 -0.310
C 2.590 -0.734 0.463 -0.259
C 1.598 -0.098 1.005 0.224
N 0.851 0.479 1.999 -0.477
C -0.324 0.056 2.307 0.291
H -2.654 0.842 0.516 0.213
H -3.384 -0.420 -0.257 0.224
H -4.310 0.420 1.026 0.220
H -2.614 -0.141 2.745 0.209
H -3.070 -1.746 1.788 0.205
H 0.320 -0.853 -2.789 0.224
H 3.049 0.800 -3.356 0.221
H 2.301 2.157 -2.489 0.220
H 1.250 0.988 -3.503 0.214
H 3.065 1.248 -0.120 0.198
H 3.264 -1.565 0.443 0.229
H -0.789 0.736 3.070 0.185
```



A molecular structure, C35H92HfN5NaO18S in a non-equilibrium geometry. Source: the Open Molecules 2025 dataset; level of theory: ωB97M-V with the def2-TZVPD basis set.

Results
LUMO level: -9.9 eV
Gap between HOMO and LUMO: 1.4 eV
Highest occupied orbital energy: -11.31 eV
F_max: 5.60 eV/Å
Net charge: +2

XYZ file:
```
153
Properties=species:S:1:pos:R:3:lowdin_charge:R:1
Hf -10.020 22.556 -1.308 1.904
Na -12.954 26.529 -7.398 0.830
S -10.426 23.582 -5.115 0.139
O -11.691 24.236 -5.253 -0.304
O -9.650 23.391 -6.313 -0.276
O -9.683 24.098 -3.991 -0.313
O -10.624 22.336 -4.379 -0.307
C -11.718 27.771 -2.339 -0.088
C -11.531 27.257 -0.931 -0.358
O -11.172 25.907 -0.814 -0.130
H -11.884 28.840 -2.472 0.083
H -12.458 27.183 -2.883 0.070
H -10.811 27.610 -2.921 0.067
H -12.402 27.488 -0.319 0.140
H -10.788 27.925 -0.496 0.128
C -9.050 19.929 -8.838 -0.165
O -9.365 21.246 -9.243 -0.121
H -9.863 19.441 -8.300 0.071
H -8.855 19.274 -9.688 0.081
H -8.123 19.941 -8.264 0.071
H -9.485 21.756 -8.438 0.045
C -9.189 27.504 -7.502 -0.165
O -9.831 26.462 -8.159 -0.117
H -8.110 27.351 -7.485 0.089
H -9.446 28.419 -8.035 0.091
H -9.505 27.588 -6.462 0.070
H -9.576 25.634 -7.745 0.063
C -6.869 28.293 -3.294 -0.219
O -5.754 28.244 -2.521 -0.093
H -7.623 28.983 -2.917 0.078
H -6.666 28.622 -4.313 0.082
H -7.344 27.312 -3.273 0.067
H -5.945 28.683 -1.689 0.086
C -3.706 18.745 -3.280 -0.095
O -4.991 19.261 -2.974 -0.177
C -5.393 20.066 -4.079 -0.226
C -6.760 20.793 -3.864 -0.162
N -6.785 21.452 -2.536 -0.050
C -5.893 22.610 -2.643 -0.179
C -5.854 23.284 -1.221 -0.158
O -7.178 23.488 -0.666 -0.332
C -7.076 24.054 0.647 -0.109
H -2.935 19.501 -3.428 0.083
H -3.747 18.157 -4.197 0.094
H -3.373 18.153 -2.428 0.098
H -5.440 19.456 -4.981 0.126
H -4.653 20.829 -4.319 0.106
H -7.512 20.006 -3.808 0.112
H -6.981 21.429 -4.721 0.126
H -6.254 20.858 -1.914 0.101
H -6.144 23.355 -3.399 0.130
H -4.871 22.291 -2.852 0.113
H -5.348 24.249 -1.262 0.132
H -5.346 22.590 -0.551 0.128
H -8.049 24.264 1.090 0.074
H -6.463 24.955 0.664 0.096
H -6.543 23.420 1.355 0.095
C -13.202 25.920 -13.092 -0.122
O -13.412 24.676 -12.497 -0.192
C -12.248 23.989 -12.071 -0.194
C -12.693 22.469 -11.888 -0.196
N -13.893 22.429 -11.072 -0.031
C -13.342 22.278 -9.683 -0.206
C -14.378 22.344 -8.590 -0.221
O -15.190 23.498 -8.859 -0.178
C -16.012 23.766 -7.726 -0.115
H -12.657 26.611 -12.449 0.080
H -14.177 26.352 -13.316 0.090
H -12.705 25.834 -14.058 0.089
H -11.904 24.383 -11.115 0.093
H -11.366 24.140 -12.693 0.118
H -11.911 21.794 -11.540 0.108
H -13.032 22.148 -12.873 0.119
H -14.313 21.554 -11.349 0.110
H -12.643 23.099 -9.525 0.104
H -12.781 21.355 -9.529 0.116
H -13.857 22.415 -7.635 0.116
H -14.973 21.432 -8.633 0.127
H -15.414 24.267 -6.964 0.064
H -16.494 22.894 -7.283 0.091
H -16.818 24.465 -7.951 0.088
C -3.918 24.001 -6.973 -0.093
O -3.157 24.421 -5.858 -0.238
C -2.875 25.789 -5.732 -0.210
C -1.958 26.017 -4.444 -0.146
N -0.516 25.663 -4.680 -0.054
C -0.210 24.289 -5.127 -0.161
C -0.723 23.156 -4.122 -0.191
O -0.287 23.249 -2.758 -0.200
C -0.726 22.196 -1.875 -0.091
H -4.955 24.303 -6.828 0.073
H -3.917 22.916 -7.084 0.088
H -3.587 24.553 -7.853 0.089
H -3.832 26.281 -5.558 0.108
H -2.399 26.227 -6.609 0.121
H -2.369 25.552 -3.549 0.107
H -2.042 27.098 -4.332 0.107
H -0.154 26.330 -5.346 0.099
H 0.877 24.256 -5.210 0.112
H -0.517 24.125 -6.160 0.103
H -0.497 22.164 -4.513 0.111
H -1.812 23.107 -4.108 0.084
H -0.276 21.240 -2.141 0.085
H -1.813 22.130 -1.911 0.061
H -0.460 22.492 -0.860 0.088
C -11.498 22.391 2.593 -0.087
O -12.009 22.156 1.251 -0.285
C -13.446 21.931 1.285 -0.176
C -13.859 21.163 -0.009 -0.183
N -13.398 21.924 -1.170 -0.062
C -14.303 23.090 -1.284 -0.179
C -15.735 22.648 -1.672 -0.201
O -15.595 21.537 -2.549 -0.205
C -16.616 20.587 -2.307 -0.078
H -10.442 22.122 2.627 0.084
H -12.051 21.969 3.432 0.094
H -11.551 23.415 2.965 0.089
H -14.059 22.800 1.523 0.129
H -13.629 21.181 2.054 0.125
H -14.934 20.988 -0.003 0.109
H -13.364 20.192 -0.046 0.129
H -13.795 21.408 -1.942 0.087
H -13.899 23.666 -2.116 0.112
H -14.228 23.776 -0.441 0.116
H -16.299 23.407 -2.214 0.132
H -16.317 22.511 -0.761 0.122
H -16.453 19.847 -3.091 0.100
H -17.630 20.981 -2.369 0.101
H -16.467 20.118 -1.335 0.085
C -12.858 17.707 -5.080 -0.098
O -13.523 16.604 -4.496 -0.186
C -13.254 16.417 -3.131 -0.255
C -14.083 15.272 -2.551 -0.188
N -14.110 14.083 -3.418 -0.050
C -12.810 13.417 -3.562 -0.196
C -12.924 12.234 -4.585 -0.218
O -13.356 12.556 -5.889 -0.193
C -13.160 11.558 -6.853 -0.111
H -13.233 17.922 -6.081 0.093
H -11.770 17.677 -5.134 0.082
H -13.037 18.519 -4.375 0.067
H -13.657 17.317 -2.665 0.102
H -12.200 16.279 -2.890 0.116
H -15.101 15.661 -2.519 0.110
H -13.784 14.999 -1.539 0.120
H -14.231 14.381 -4.375 0.091
H -12.395 12.970 -2.658 0.116
H -12.039 14.112 -3.892 0.104
H -13.446 11.377 -4.159 0.121
H -11.901 11.861 -4.643 0.110
H -12.106 11.350 -7.038 0.087
H -13.644 11.816 -7.796 0.090
H -13.673 10.674 -6.474 0.088
```



2 unconnected molecules or ions with the total composition C4H13N3O in a non-equilibrium geometry. Source: the Open Molecules 2025 dataset; level of theory: ωB97M-V with the def2-TZVPD basis set.

Results
LUMO level: 0.9 eV
Relative energy (zero: lowest compared OMol25 entry of this formula, charge and spin): 38.41 kcal per mole
Gap between HOMO and LUMO: 10.0 eV
Highest occupied orbital energy: -9.07 eV
F_max: 3.19 eV/Å

XYZ file:
```
21
Properties=species:S:1:pos:R:3:nbo_charge:R:1
H -0.501 2.437 1.386 0.343
N -0.687 1.440 1.338 -0.751
C -0.572 0.955 0.171 0.603
N -0.415 1.661 -1.019 -0.851
N -0.722 -0.453 -0.001 -0.495
C -0.945 -1.185 1.243 -0.407
C -1.630 -0.886 -1.060 -0.406
H 0.240 1.241 -1.666 0.412
H -0.237 2.645 -0.880 0.384
H -1.943 -0.997 1.645 0.195
H -0.203 -0.854 1.963 0.233
H -0.823 -2.250 1.045 0.196
H -1.456 -0.312 -1.965 0.221
H -1.459 -1.943 -1.265 0.203
H -2.673 -0.750 -0.756 0.187
C 2.671 -0.004 0.116 -0.241
O 1.741 -0.266 -0.897 -0.808
H 2.259 0.678 0.872 0.155
H 3.541 0.479 -0.335 0.175
H 3.002 -0.920 0.620 0.157
H 0.814 -0.716 -0.556 0.495
```



A molecular structure, C30H35CrN5O6S3 in a non-equilibrium geometry. Source: the Open Molecules 2025 dataset; level of theory: ωB97M-V with the def2-TZVPD basis set.

Results
LUMO level (spin up / spin down): -0.2 / -0.6 eV
Gap between HOMO and LUMO (spin up / spin down): 4.5 / 7.3 eV
Highest occupied orbital energy (spin up / spin down): -4.70 / -7.91 eV
F_max: 3.00 eV/Å
Multiplicity: 5
⟨S²⟩: 6.062

XYZ file:
```
80
Properties=species:S:1:pos:R:3:nbo_charge:R:1
Cr 0.194 2.251 0.309 1.088
C 3.746 1.955 -1.898 -0.309
C 3.740 3.204 -2.547 -0.151
C 2.887 4.178 -2.092 -0.225
C 2.032 3.910 -1.017 0.156
N 2.041 2.679 -0.395 -0.546
C 2.887 1.754 -0.845 0.096
C 1.067 4.804 -0.457 0.111
C 0.983 6.214 -0.570 -0.177
C 0.054 6.872 0.214 -0.212
C -0.734 6.184 1.125 -0.270
C -0.592 4.781 1.195 0.271
N 0.235 4.148 0.361 -0.539
C -1.139 3.869 2.156 0.216
C -2.136 4.163 3.089 -0.222
C -2.566 3.197 3.966 -0.120
C -1.964 1.929 3.916 -0.249
C -0.991 1.696 2.975 0.129
N -0.568 2.614 2.100 -0.495
H 4.388 1.157 -2.236 0.219
H 4.375 3.370 -3.404 0.215
H 2.831 5.143 -2.576 0.215
H 2.870 0.803 -0.326 0.203
H 1.638 6.748 -1.240 0.219
H -0.031 7.948 0.144 0.216
H -1.430 6.705 1.762 0.215
H -2.578 5.147 3.082 0.227
H -3.364 3.396 4.667 0.223
H -2.278 1.141 4.581 0.228
H -0.522 0.723 2.900 0.224
O 0.578 1.085 -3.857 -0.955
S -0.011 0.923 -2.557 2.443
O 0.565 -0.178 -1.785 -1.033
O -0.027 2.162 -1.759 -0.971
C -1.719 0.462 -2.750 -0.262
C -2.218 -0.066 -3.925 -0.206
C -3.554 -0.435 -3.986 -0.214
C -4.368 -0.305 -2.867 -0.202
C -3.851 0.213 -1.688 -0.186
C -2.524 0.599 -1.647 -0.266
S -1.902 1.410 -0.119 1.770
O -2.577 0.655 0.939 -0.996
O 0.364 0.283 0.699 -0.964
O -2.384 2.782 -0.282 -0.991
H -1.549 -0.160 -4.766 0.239
H -3.956 -0.827 -4.908 0.215
H -5.404 -0.603 -2.915 0.215
H -4.436 0.310 -0.788 0.243
C 0.067 -3.251 3.715 -0.610
C 1.500 -3.196 4.231 -0.399
C 2.525 -3.914 3.349 -0.400
C 2.866 -3.179 2.048 -0.218
N 1.819 -3.247 1.058 -0.589
C 1.122 -2.189 0.623 0.308
S 1.464 -0.622 1.272 0.698
N 0.124 -2.291 -0.244 -0.580
C -0.355 -3.536 -0.803 -0.224
C 0.507 -4.055 -1.960 -0.411
C 0.211 -5.515 -2.315 -0.391
C -1.185 -5.729 -2.892 -0.610
H -0.620 -2.932 4.494 0.215
H -0.207 -4.264 3.428 0.196
H -0.075 -2.597 2.862 0.209
H 1.532 -3.660 5.220 0.205
H 1.801 -2.154 4.340 0.203
H 2.172 -4.924 3.122 0.195
H 3.455 -4.011 3.915 0.216
H 3.769 -3.627 1.617 0.206
H 3.061 -2.127 2.258 0.217
H 1.558 -4.169 0.743 0.405
H -0.022 -1.425 -0.792 0.479
H -1.373 -3.361 -1.152 0.227
H -0.402 -4.283 -0.002 0.183
H 1.560 -3.962 -1.685 0.201
H 0.347 -3.421 -2.833 0.221
H 0.331 -6.142 -1.427 0.186
H 0.952 -5.845 -3.047 0.209
H -1.958 -5.505 -2.160 0.201
H -1.310 -6.766 -3.203 0.213
H -1.335 -5.092 -3.760 0.208
```